1.
Entry from the Open Molecules 2025 dataset: a molecular structure, C26H37N3O4PdSSi (wB97M-V/def2-TZVPD).

Properties
* DFT total energy: -62419.209 eV
* strongest force on any atom: 0.829 eV/Å
* net charge: -2
* energy above the lowest of the compared OMol25 structures with the same formula, charge and spin: 0.00 kJ/mol

```
73
Properties=species:S:1:pos:R:3:forces:R:3:lowdin_charge:R:1
Pd 0.64285 0.06707 -1.01312 -0.246 0.791 -0.010 0.23
N -1.08362 2.36871 -2.24370 0.021 0.152 -0.102 -0.02
C 0.12205 3.19947 -2.21462 0.011 -0.060 0.224 -0.33
C 0.69288 3.45674 -3.60478 -0.075 -0.039 -0.163 -0.22
C 1.78054 2.50124 -4.10815 0.061 -0.013 0.064 -0.21
C 1.41670 1.02304 -4.26291 -0.119 0.103 0.070 -0.26
N 1.64373 0.23430 -3.04631 -0.003 -0.484 0.163 -0.05
H -0.80965 1.45420 -2.59981 -0.037 -0.068 -0.013 0.02
H -1.30663 2.14124 -1.27088 0.019 -0.036 -0.019 0.01
H 0.90486 2.75283 -1.57929 -0.027 0.059 -0.011 0.08
H -0.15136 4.15682 -1.76021 -0.008 0.002 -0.013 0.10
H 1.11036 4.46882 -3.63542 0.039 -0.012 -0.022 0.09
H -0.14404 3.44491 -4.31391 0.021 0.031 0.018 0.10
H 2.66259 2.57175 -3.45969 -0.023 0.006 0.011 0.11
H 2.09893 2.86142 -5.09194 0.035 0.012 0.002 0.10
H 1.99693 0.60119 -5.09128 0.023 0.020 -0.057 0.10
H 0.36417 0.93335 -4.54336 -0.013 -0.052 0.067 0.11
H 2.62562 0.23556 -2.79565 0.037 0.061 -0.114 0.08
H 1.39335 -0.73648 -3.21924 0.082 0.016 -0.156 0.05
N -1.53942 -1.84100 -2.34302 -0.016 -0.262 -0.121 0.08
C -0.70001 -2.94857 -2.53278 -0.222 0.123 -0.023 -0.34
C 0.63320 -2.92657 -2.12582 0.246 -0.050 0.065 -0.08
C 1.47080 -4.00344 -2.39544 -0.068 -0.058 -0.061 -0.06
C 1.00345 -5.12651 -3.07044 -0.119 0.134 0.016 -0.28
C -0.33340 -5.15915 -3.45233 0.144 0.018 0.042 -0.08
C -1.17164 -4.08639 -3.18885 -0.040 -0.041 -0.054 -0.06
S 2.10383 -6.48017 -3.48354 -0.074 0.087 0.074 0.39
O 1.22313 -7.63056 -3.64508 -0.071 -0.125 -0.018 -0.39
O 2.75444 -6.06602 -4.72040 0.067 0.047 -0.140 -0.39
O 3.01362 -6.57449 -2.35024 0.090 -0.030 0.094 -0.39
H -2.51609 -2.07737 -2.25994 0.012 0.002 0.034 0.07
H -1.23449 -1.19055 -1.62238 0.123 0.098 0.029 0.03
H 1.00630 -2.05086 -1.57312 -0.080 -0.201 -0.025 0.05
H 2.50247 -3.98712 -2.06541 -0.002 -0.002 0.002 0.11
H -0.70259 -6.04392 -3.95505 -0.012 0.002 0.001 0.10
H -2.21194 -4.11858 -3.50080 0.014 -0.019 -0.004 0.10
C 0.96861 3.33175 2.05580 0.021 0.024 -0.007 -0.10
C 1.07176 1.84837 2.42396 -0.046 0.062 0.093 -0.61
C 2.15256 1.20216 1.56231 0.122 -0.001 0.110 -0.13
C 1.45532 1.71448 3.89908 0.005 0.015 -0.015 -0.10
Si -0.57865 1.00304 1.95426 -0.230 0.020 -0.426 0.43
O -0.86626 1.04835 0.38447 0.214 -0.249 0.598 -0.41
C -0.52338 -0.76646 2.65361 0.048 -0.153 -0.080 -0.20
C -0.08669 -1.78628 1.79581 -0.010 0.047 0.088 -0.09
C 0.01053 -3.10734 2.21594 -0.003 0.042 -0.003 -0.08
C -0.33358 -3.44635 3.51784 0.001 0.018 -0.007 -0.12
C -0.77724 -2.45859 4.38720 0.007 0.010 -0.028 -0.12
C -0.86996 -1.14003 3.95575 0.004 0.020 -0.041 -0.11
C -1.97483 1.95101 2.85940 -0.131 0.011 0.021 -0.19
C -2.06407 2.23326 4.22897 -0.029 -0.016 -0.097 -0.11
C -3.13139 2.94604 4.76425 0.017 -0.017 -0.041 -0.11
C -4.14805 3.40151 3.93597 0.010 0.001 0.011 -0.13
C -4.08571 3.13813 2.57477 0.025 -0.018 -0.037 -0.10
C -3.01520 2.42442 2.04827 0.054 0.001 0.093 -0.09
H 1.93413 3.83363 2.21336 -0.008 -0.004 -0.004 0.07
H 0.21856 3.84867 2.66224 0.006 -0.014 0.001 0.07
H 0.69143 3.45370 1.00527 0.007 -0.017 0.007 0.07
H 3.12310 1.69211 1.73005 0.000 -0.008 -0.011 0.08
H 1.88896 1.28582 0.50257 0.126 -0.007 -0.094 0.02
H 2.26726 0.13722 1.78370 0.022 0.006 0.020 0.07
H 2.45583 2.13808 4.06671 -0.008 -0.003 -0.006 0.07
H 1.48133 0.66956 4.22014 -0.007 0.006 -0.016 0.07
H 0.76504 2.25628 4.55056 0.009 -0.003 0.003 0.05
H 0.18228 -1.53234 0.77000 -0.008 -0.009 0.004 0.06
H 0.35251 -3.86685 1.52267 -0.006 0.001 -0.005 0.10
H -0.26066 -4.47520 3.85144 -0.001 0.001 -0.005 0.09
H -1.05664 -2.71683 5.40294 -0.004 0.007 0.006 0.09
H -1.23483 -0.39408 4.65314 -0.007 0.036 0.007 0.08
H -1.28778 1.89367 4.90409 0.013 -0.018 0.004 0.08
H -3.16995 3.14611 5.82938 0.008 -0.004 0.008 0.09
H -4.98194 3.95738 4.34979 -0.002 0.002 -0.002 0.09
H -4.87388 3.49062 1.91878 -0.002 0.000 -0.003 0.09
H -2.96043 2.22007 0.98439 -0.004 -0.003 0.008 0.09
```
Forces are in eV/Å.

=====

2.
Entry from the Open Molecules 2025 dataset: C2H6N2O2S in the gas phase (wB97M-V/def2-TZVPD).

Properties
* DFT total energy: -20076.352 eV
* strongest force on any atom: 7.037 eV/Å
* energy above the lowest of the compared OMol25 structures with the same formula, charge and spin: 553.29 kJ/mol
* SMILES: CS/C(=N\O)NO

```
13
Properties=species:S:1:pos:R:3:forces:R:3:lowdin_charge:R:1
C -1.49018 -1.29322 0.32640 -5.856 -1.408 3.638 -0.58
S -0.18642 -1.25562 -0.70615 1.888 1.785 -1.883 0.94
C 0.47201 0.38613 -0.46008 -1.654 0.696 0.431 -0.67
N 0.08526 1.59308 -0.16792 -2.776 -0.753 -0.292 0.08
O -1.41651 1.76818 -0.12495 2.676 -4.876 0.423 -0.07
N 1.82761 0.35334 -0.65497 2.302 0.440 1.287 -0.10
O 2.47741 -0.28619 0.51086 2.341 -2.587 -2.933 -0.13
H -1.57557 -2.40228 0.53363 -0.271 0.864 -0.430 0.03
H -2.72552 -0.96907 0.04908 4.046 -0.535 0.439 0.14
H -1.26251 -0.98514 1.39492 -0.289 0.327 -1.435 0.06
H -1.55777 2.64876 -0.27451 0.014 3.693 -0.556 0.02
H 2.14528 1.27306 -0.38218 -0.032 0.755 -1.074 0.11
H 3.20690 -0.83101 -0.04414 -2.389 1.599 2.386 0.16
```
Forces are in eV/Å.

=====

3.
Entry from the Open Molecules 2025 dataset: a molecular structure, C6H18BeN3O15 (wB97M-V/def2-TZVPD).

Properties
* DFT total energy: -42076.160 eV
* strongest force on any atom: 4.578 eV/Å
* net charge: -1
* energy above the lowest of the compared OMol25 structures with the same formula, charge and spin: 1065.81 kJ/mol

```
43
Properties=species:S:1:pos:R:3:forces:R:3:lowdin_charge:R:1
Be 24.77756 16.31368 -3.09368 -0.070 0.084 -0.392 0.81
N 25.62705 20.31055 -5.29435 0.675 -0.614 -1.481 -0.62
O 26.14776 19.38363 -4.58553 -1.048 1.938 1.096 -0.05
O 25.19578 21.43368 -5.03090 0.251 -0.105 2.984 0.02
O 25.59641 20.07843 -6.48268 0.056 -1.414 -2.354 0.05
N 20.57839 16.55955 -4.50668 1.472 -2.109 0.913 -0.65
O 21.18905 15.53277 -4.21444 1.279 -1.835 0.442 -0.01
O 21.32949 17.52796 -4.67155 -1.003 1.747 -0.472 0.03
O 19.37382 16.44507 -4.54763 -1.528 2.123 -0.686 0.03
N 25.45509 15.36954 -8.06678 2.206 -0.910 -1.063 -0.65
O 24.94934 15.56341 -6.98033 -1.389 1.540 0.790 0.05
O 25.56462 16.13492 -9.02313 -1.326 1.419 0.451 0.05
O 26.04661 14.30190 -8.21135 0.523 -2.053 0.043 0.01
C 22.59652 19.86174 -0.91159 -0.448 -0.246 0.737 -0.23
C 21.22429 20.42472 -0.45702 1.360 0.641 -1.667 -0.25
O 21.08578 20.20921 0.91465 0.355 0.005 1.190 -0.06
O 22.55985 18.49783 -0.55265 0.324 -0.898 -0.277 -0.10
H 23.43575 20.20581 -0.30712 -0.119 1.212 -0.048 0.11
H 22.87412 20.02427 -1.95305 -0.527 -0.163 -0.079 0.13
H 20.43792 19.96731 -1.05742 0.005 -0.054 0.066 0.13
H 21.30751 21.48547 -0.69364 -0.616 0.363 0.229 0.11
H 20.24843 19.84614 1.21240 -0.043 0.038 -0.601 0.09
H 22.56122 18.64034 0.39672 -0.211 -0.968 0.368 0.06
C 24.23962 11.69352 -2.15133 -0.751 -1.567 1.635 -0.33
C 23.05448 12.15567 -1.31383 -0.665 1.428 -1.009 -0.18
O 23.26024 13.56543 -0.87254 0.864 -2.042 0.225 -0.09
O 24.45896 12.49787 -3.18075 0.697 3.347 -3.044 -0.05
H 24.00622 10.74399 -2.63300 -0.368 -0.917 0.984 0.12
H 25.15417 11.60277 -1.56528 -0.028 -0.252 0.685 0.12
H 22.81203 11.31395 -0.66512 0.437 0.593 1.377 0.11
H 22.13193 12.22094 -1.89067 0.210 -0.152 -0.725 0.12
H 22.51059 13.91969 -0.38866 -0.277 -0.369 -0.100 0.07
H 25.15473 12.14319 -3.73905 -0.052 0.143 -0.106 0.11
C 28.48002 15.73481 -0.93978 0.689 -0.608 0.187 -0.27
C 29.06302 15.69820 -2.36113 -1.899 -0.315 1.772 -0.21
O 28.06236 14.95611 -3.08048 0.557 0.589 -0.581 -0.09
O 27.25422 16.44091 -0.76471 0.724 0.671 -0.196 -0.10
H 29.30032 16.12327 -0.33619 -0.142 0.451 0.493 0.11
H 28.23086 14.75333 -0.53639 0.623 -0.529 -0.474 0.12
H 30.08054 15.32371 -2.24922 -0.120 -0.760 -0.536 0.11
H 29.18143 16.74005 -2.65883 -0.433 -0.053 -0.746 0.12
H 28.35415 14.13551 -3.48431 0.455 0.206 -0.012 0.09
H 27.45186 16.94371 0.02885 -0.697 0.397 -0.016 0.08
```
Forces are in eV/Å.